This record from the Open Molecules 2025 dataset describes an isolated molecule of C5H6O3 at a distorted geometry. The level of theory is the ωB97M-V functional and the def2-TZVPD basis.

Values from the calculation:
LUMO energy (alpha / beta) = 0.01 / -0.47 eV
Energy relative to the best compared isomer or geometry (same formula, charge and spin) = 89.3 kcal per mole
Total charge = 0
HOMO energy (alpha / beta) = -7.547 / -7.235 eV

Cartesian coordinates (Å):
1 C -0.338 -0.648 1.461
2 C -1.206 -0.643 -0.709
3 C -0.056 -0.471 -1.524
4 C 1.144 0.219 -0.944
5 C 1.082 1.415 -0.381
6 O -1.291 -0.498 0.624
7 O -0.549 -0.379 2.751
8 O -0.043 -0.780 -2.716
9 H -1.477 -0.131 2.893
10 H 0.685 -0.882 1.212
11 H -2.164 -0.841 -1.162
12 H 2.091 -0.276 -1.114
13 H 1.969 1.954 -0.085
14 H 0.152 1.959 -0.305